(1)
ORCA calculation (the ωB97M-V functional and the def2-TZVPD basis) on a 8-piece molecular cluster, C42H77ClN14 overall.

## Properties
charge = +6
orbital gap = 0.203 Ha
electronic energy = -2871.15015 a.u.
relative energy (zero: lowest compared OMol25 entry of this formula, charge and spin) = 7.575 eV

The geometry in XYZ format:
```
134
Properties=species:S:1:pos:R:3:forces:R:3:mulliken_charge:R:1
C -5.2321 -6.5413 0.3181 0.946 -0.471 0.334 -1.05
C -3.7607 -6.9906 0.6741 -1.946 0.190 0.962 -0.47
N -2.9558 -6.9369 -0.4839 5.987 1.056 -2.468 0.26
C -2.9452 -7.8329 -1.5122 -1.106 0.139 -1.375 -0.36
C -2.0964 -7.4099 -2.5427 -1.263 -2.017 2.080 -0.34
N -1.3637 -6.4307 -1.9947 0.443 1.673 2.145 0.11
C -1.7856 -6.1587 -0.7021 -2.603 -1.103 -1.777 -0.33
C -0.2757 -5.6968 -2.6477 0.684 0.667 -0.058 -0.86
H -5.2368 -5.4823 0.0603 0.013 0.010 0.112 0.30
H -5.8919 -6.7208 1.1669 0.107 0.092 -0.018 0.36
H -5.6299 -7.0929 -0.5338 0.124 -0.124 0.054 0.37
H -3.6888 -8.0160 1.0368 -0.378 0.072 0.240 0.37
H -3.3422 -6.3214 1.4258 0.002 -0.107 -0.027 0.29
H -3.5620 -8.7140 -1.4139 -0.209 0.132 -0.505 0.45
H -1.9143 -7.9011 -3.4872 0.163 0.259 0.077 0.45
H -1.4143 -5.3887 -0.0421 0.003 0.007 -0.195 0.42
H 0.6957 -5.8858 -2.1908 -0.231 -0.209 0.307 0.35
H -0.4619 -4.6250 -2.5785 -0.091 -0.083 0.063 0.33
H -0.1335 -5.9315 -3.7026 -0.596 -0.386 0.132 0.34
C -4.5299 -0.9072 -3.4022 -0.008 -1.462 -0.175 -1.18
C -4.9914 -1.9067 -4.4616 0.318 0.402 -0.230 -0.34
N -6.2321 -1.5296 -5.1516 -2.675 1.514 -0.402 0.23
C -6.5281 -1.6352 -6.4831 -0.035 -0.541 -0.800 -0.26
C -7.8288 -1.2146 -6.7148 0.697 -0.295 0.535 -0.45
N -8.3525 -0.8163 -5.4972 4.398 -2.009 0.547 0.17
C -7.3429 -0.9932 -4.5966 0.061 -0.699 0.708 -0.28
C -9.6907 -0.4758 -5.2218 -1.771 1.235 0.380 -0.83
H -4.2631 0.0583 -3.8320 -0.418 0.071 0.385 0.31
H -3.6341 -1.3890 -3.0104 0.252 0.328 0.099 0.40
H -5.2348 -0.9769 -2.5737 -0.006 0.921 0.036 0.40
H -5.1216 -2.8853 -3.9996 -0.076 -0.027 -0.205 0.26
H -4.2159 -1.9573 -5.2260 -0.206 -0.266 -0.116 0.32
H -5.7515 -2.1140 -7.0611 -0.474 0.257 -0.696 0.43
H -8.4924 -1.1925 -7.5666 0.470 -0.107 -0.234 0.47
H -7.3308 -0.9397 -3.5180 -0.853 0.498 -0.090 0.34
H -10.4193 -0.9722 -5.8628 0.413 -0.190 -0.179 0.36
H -9.7631 0.5949 -5.4131 -0.500 0.038 0.305 0.34
H -9.9589 -0.7334 -4.1972 0.152 0.216 -0.046 0.33
C 1.5559 -0.1353 -7.2787 1.188 0.305 -0.358 -1.00
C 2.6493 0.7189 -6.5612 -0.599 -1.979 0.047 -0.63
N 2.1072 1.9146 -5.9727 0.142 3.433 0.512 0.24
C 1.6224 1.9881 -4.6719 -0.787 0.207 -0.192 -0.44
C 1.1712 3.2664 -4.4154 1.116 -0.464 -1.226 -0.51
N 1.4439 3.9990 -5.5582 2.001 -1.461 -1.353 0.15
C 2.0839 3.1805 -6.4890 -1.762 0.125 2.400 -0.10
C 1.1816 5.4315 -5.7355 -1.368 -0.062 -0.543 -0.76
H 1.4471 0.2346 -8.2982 -0.228 -0.090 0.018 0.34
H 0.5753 -0.1990 -6.8070 0.234 0.283 0.293 0.32
H 1.9765 -1.1393 -7.3347 -0.180 -0.054 -0.166 0.34
H 3.5241 0.8722 -7.1931 -0.344 0.549 -0.180 0.40
H 3.0437 0.1343 -5.7301 -0.065 0.050 0.126 0.32
H 1.5576 1.0839 -4.0848 0.086 0.196 0.102 0.49
H 0.8485 3.7921 -3.5289 -0.221 -0.436 -0.041 0.48
H 2.4620 3.5514 -7.4302 -0.064 -0.313 -0.053 0.40
H 0.1241 5.5057 -5.9890 -0.184 0.082 0.209 0.36
H 1.6425 5.8443 -6.6329 0.644 -0.145 0.429 0.29
H 1.3258 6.0043 -4.8194 0.491 -0.168 -0.217 0.30
C 6.0784 -2.5812 5.3901 1.389 0.005 0.934 -1.07
C 5.6493 -3.9874 5.0479 -0.165 0.574 -0.987 -0.60
N 4.7326 -4.5554 6.0561 3.382 -1.020 1.608 0.18
C 3.4200 -4.7416 5.8614 -0.288 -1.059 1.593 -0.20
C 3.0077 -5.5270 6.9201 -0.327 0.766 0.460 -0.48
N 4.0758 -5.7798 7.7759 1.784 2.530 -3.194 0.17
C 5.2027 -5.1814 7.2383 -4.007 0.230 -2.258 -0.20
C 4.1022 -6.6484 8.8908 -0.126 -1.504 1.225 -0.85
H 6.7590 -2.6698 6.2368 -0.243 0.221 0.535 0.34
H 5.2886 -1.8738 5.6427 -0.099 -0.244 -0.220 0.32
H 6.7767 -2.1484 4.6738 -0.492 -0.106 -0.549 0.37
H 6.4930 -4.6542 4.8698 0.062 0.006 0.521 0.36
H 5.1665 -3.9702 4.0708 -0.585 -0.219 0.225 0.36
H 2.9146 -4.3027 5.0138 -0.099 -0.184 0.176 0.50
H 1.9931 -5.7348 7.2262 0.171 -0.406 -0.090 0.40
H 6.2283 -5.2904 7.5588 -0.126 0.105 -0.021 0.39
H 4.1363 -6.1533 9.8612 -0.162 0.251 -0.209 0.30
H 4.9846 -7.2836 8.8134 -0.102 -0.060 0.059 0.37
H 3.2191 -7.2833 8.8201 0.122 -0.006 0.268 0.37
C 2.9292 0.5294 9.2739 -1.411 -0.205 0.172 -0.95
C 1.4038 0.8604 9.1023 1.302 -1.120 -0.517 -0.62
N 1.2763 2.1735 8.5732 -0.768 4.553 -1.297 0.18
C 1.4091 3.3144 9.4224 0.297 -0.449 -3.121 -0.40
C 1.3744 4.4249 8.5676 -1.037 -1.192 2.144 -0.27
N 1.0027 4.0384 7.3088 1.228 -3.341 0.905 0.14
C 1.0734 2.6058 7.2807 -0.285 2.578 2.218 -0.21
C 0.6599 4.9688 6.2213 1.689 -0.530 -0.357 -0.85
H 3.4214 0.7592 8.3288 0.097 -0.521 -0.006 0.33
H 2.9061 -0.5206 9.5654 0.659 -0.089 -0.344 0.33
H 3.4689 1.0706 10.0510 -0.455 0.200 0.108 0.37
H 0.8144 0.7492 10.0124 0.112 0.192 -0.029 0.36
H 0.9650 0.2278 8.3308 0.123 -0.441 0.263 0.32
H 1.5575 3.1057 10.4716 0.110 0.592 -0.062 0.45
H 1.4756 5.4529 8.8829 -0.174 0.017 -0.284 0.41
H 1.0086 2.0210 6.3750 -0.204 -0.097 0.224 0.42
H 1.3818 4.7791 5.4270 -0.585 -0.622 -0.592 0.36
H 1.0511 5.9582 6.4580 -0.991 0.165 0.701 0.33
H -0.3866 4.8580 5.9373 0.290 0.390 0.055 0.31
C -5.1266 5.5916 -3.7643 -0.084 0.633 -0.292 -1.42
C -6.2383 4.7538 -3.2282 -0.482 -0.080 0.376 -0.21
N -5.9306 4.2279 -1.8772 0.944 -0.745 0.997 0.16
C -6.7164 3.3055 -1.2351 0.677 -1.472 0.871 -0.55
C -5.9890 2.7950 -0.1830 -0.088 0.872 0.584 -0.40
N -4.8182 3.5432 -0.0363 -3.003 1.164 -4.528 0.15
C -4.7815 4.3161 -1.1803 -0.177 0.270 1.224 -0.11
C -3.7739 3.3504 0.8940 1.488 -0.658 -0.096 -0.77
H -4.9247 6.4605 -3.1381 0.074 -0.095 0.192 0.39
H -5.4826 6.0276 -4.6977 0.290 -0.202 -0.193 0.38
H -4.2164 5.0112 -3.9154 -0.001 0.098 -0.167 0.38
H -6.4637 3.8966 -3.8625 0.279 -0.122 0.028 0.33
H -7.1838 5.2925 -3.1645 0.135 0.244 0.209 0.38
H -7.6635 2.9469 -1.6104 0.073 0.286 -0.028 0.47
H -6.1438 1.9803 0.5088 -0.510 0.207 -0.028 0.49
H -3.9461 4.9446 -1.4512 -0.166 0.037 0.103 0.37
H -3.5899 2.2828 0.7732 0.702 0.026 0.819 0.41
H -3.9521 3.6510 1.9264 -0.490 -0.069 -0.241 0.29
H -2.9296 3.9206 0.5066 0.188 -0.208 0.283 0.25
C 5.9873 3.7283 1.2783 -0.234 -0.292 1.057 -0.99
C 5.2650 3.9324 -0.0521 0.553 0.422 0.069 -0.49
N 6.1044 3.3836 -1.1438 2.437 2.422 -2.296 0.10
C 6.3206 2.0848 -1.4064 -0.019 -1.178 -1.337 -0.33
C 7.1708 1.9475 -2.5150 -1.426 0.764 1.846 -0.53
N 7.5461 3.2385 -2.8918 -2.791 -1.507 3.264 0.15
C 6.9238 4.0965 -2.0154 -0.147 -1.199 -0.603 -0.19
C 8.4496 3.4471 -3.9626 1.434 1.078 -1.146 -0.78
H 6.7226 2.9253 1.2262 0.074 0.128 -0.163 0.33
H 5.3321 3.4287 2.0962 -0.434 -0.130 -0.291 0.32
H 6.4588 4.6142 1.7036 0.230 0.130 -0.619 0.33
H 5.1124 4.9932 -0.2511 0.173 -0.035 -0.131 0.34
H 4.2718 3.4895 -0.1263 0.231 -0.383 0.108 0.36
H 5.7024 1.4173 -0.8245 0.440 -0.621 -0.287 0.52
H 7.4383 1.0375 -3.0315 0.254 0.295 -0.011 0.42
H 7.0960 5.1611 -2.0739 -0.293 -0.015 0.282 0.43
H 8.4308 2.6451 -4.7006 -0.417 -0.070 0.267 0.31
H 9.4693 3.4712 -3.5781 0.009 0.223 -0.033 0.34
H 8.2151 4.3802 -4.4750 0.163 -0.019 0.075 0.34
Cl 1.1674 -0.7153 1.3909 -0.055 0.099 -0.132 -1.00
```
Forces are in eV/Å.

(2)
ORCA calculation (the ωB97M-V functional and the def2-TZVPD basis) on a 8-piece molecular cluster, C42H77N14O4S overall.

## Properties
charge = +5
orbital gap = 0.323 Ha
electronic energy = -3110.66276 a.u.
relative energy (zero: lowest compared OMol25 entry of this formula, charge and spin) = 0.000 eV

The geometry in XYZ format:
```
138
Properties=species:S:1:pos:R:3:forces:R:3:mulliken_charge:R:1
S -0.5227 0.5695 0.3734 -1.599 -0.481 0.133 -0.37
O -0.8876 1.9220 -0.0974 0.316 -0.003 -0.423 -0.94
O 0.9143 0.5195 0.7406 0.465 -0.203 0.116 0.19
O -1.3924 0.2367 1.5388 0.578 -0.202 0.205 -0.50
O -0.8053 -0.4552 -0.6946 0.440 0.393 -0.062 0.22
C -5.2492 2.6169 1.6622 0.202 0.484 0.559 -1.42
C -4.1282 1.8127 1.0411 0.160 0.204 0.105 0.20
N -4.5355 1.2801 -0.2706 -0.623 1.125 -0.207 0.59
C -5.6984 0.6119 -0.5733 0.218 -0.357 0.248 -0.19
C -5.6603 0.3305 -1.8994 -0.071 -0.375 0.289 -0.91
N -4.5213 0.9156 -2.3973 -0.136 0.399 -0.195 0.22
C -3.9207 1.5763 -1.4089 1.365 -1.441 0.272 -0.36
C -4.0038 0.7595 -3.7581 -0.198 -0.387 0.379 -0.81
H -4.9197 3.0999 2.5856 0.168 -0.344 0.085 0.44
H -6.0899 1.9793 1.9293 -0.161 0.152 -0.121 0.40
H -5.5614 3.4742 1.0654 -0.161 -0.325 -0.372 0.38
H -3.7940 0.9843 1.6652 -0.233 -0.149 -0.061 -0.15
H -3.2067 2.3663 0.8628 -0.127 0.175 -0.057 0.14
H -6.4479 0.4100 0.1712 0.012 -0.172 -0.029 0.49
H -6.2888 -0.3482 -2.4500 -0.147 0.386 -0.307 0.52
H -2.8943 1.9283 -1.4353 -0.162 0.402 -0.046 0.49
H -3.5857 -0.2464 -3.8275 -0.081 0.008 -0.200 0.21
H -3.2047 1.4689 -3.9426 -0.169 0.226 -0.007 0.35
H -4.8353 0.8734 -4.4466 0.177 0.101 -0.211 0.39
C -4.0111 -6.7241 -1.7201 -0.737 0.150 0.747 -1.18
C -4.6801 -5.4043 -2.0566 -0.148 0.002 -0.456 -0.34
N -4.1770 -4.2785 -1.2315 0.957 -0.112 -0.967 0.24
C -3.7920 -3.0656 -1.7720 -0.117 0.174 0.331 -1.07
C -3.3459 -2.2929 -0.7491 0.166 0.043 -0.022 -0.11
N -3.3632 -3.0841 0.3731 -0.276 -0.002 0.110 0.43
C -3.8373 -4.2849 0.0467 -0.721 0.023 0.349 -0.13
C -3.0366 -2.6193 1.7174 0.490 0.219 -0.127 -0.65
H -4.4459 -7.5066 -2.3378 0.365 0.009 -0.277 0.41
H -4.2453 -7.0418 -0.7003 0.068 0.091 0.019 0.36
H -2.9313 -6.6273 -1.8073 0.024 -0.265 -0.268 0.27
H -5.7695 -5.3839 -2.0189 0.015 -0.344 0.443 0.35
H -4.4744 -5.1552 -3.0991 0.254 0.213 0.120 0.32
H -3.7909 -2.8803 -2.8314 -0.363 -0.005 -0.004 0.46
H -2.9936 -1.2731 -0.6875 0.260 -0.080 -0.132 0.45
H -4.0219 -5.0889 0.7404 0.057 -0.026 -0.020 0.47
H -3.6202 -1.7286 1.9358 -0.211 -0.162 0.113 0.25
H -1.9973 -2.2909 1.7331 -0.007 -0.049 -0.068 0.09
H -3.1999 -3.4186 2.4336 -0.157 0.029 0.012 0.35
C 0.8407 -4.5365 -1.4493 0.734 -0.136 0.510 -1.60
C 0.3459 -3.1537 -1.7610 -1.199 0.566 0.075 1.31
N 0.2501 -2.8553 -3.2057 -0.133 -0.179 0.301 0.77
C -0.5648 -1.8719 -3.7166 0.289 0.332 0.145 -0.64
C -0.3574 -1.8560 -5.0567 0.183 0.078 -0.049 -0.93
N 0.5598 -2.8423 -5.3400 -0.027 -0.016 -0.085 0.10
C 0.9020 -3.4358 -4.1997 0.297 -0.097 -0.202 -0.26
C 1.1236 -3.0951 -6.6736 -0.415 0.081 -0.421 -0.83
H 0.8438 -4.7019 -0.3695 -0.038 0.249 0.016 0.41
H 1.8865 -4.6541 -1.7444 -0.093 -0.220 -0.134 0.46
H 0.2388 -5.3566 -1.8376 -0.038 0.202 -0.389 0.39
H 0.8493 -2.3041 -1.2945 0.499 -0.312 -0.003 -0.27
H -0.6677 -2.9769 -1.3912 -0.033 -0.302 -0.028 -0.83
H -1.0806 -1.2117 -3.0330 -0.124 -0.049 -0.081 0.79
H -0.6986 -1.1943 -5.8336 -0.216 -0.072 0.029 0.51
H 1.6229 -4.2303 -4.1004 -0.074 -0.079 -0.056 0.50
H 2.2008 -2.9711 -6.6464 0.026 -0.068 -0.078 0.37
H 0.6661 -2.3760 -7.3502 0.243 0.177 0.060 0.31
H 0.8340 -4.0601 -7.0853 0.141 -0.206 0.414 0.35
C 2.7634 6.2341 -3.0754 -0.480 0.875 0.645 -1.64
C 3.6334 5.1371 -2.5088 0.737 0.572 0.050 0.03
N 3.0672 4.4584 -1.3341 -1.097 -0.034 0.084 0.28
C 3.3973 3.2325 -0.8336 1.340 -0.652 0.071 -1.44
C 2.6551 2.9744 0.2690 -0.523 0.962 -0.732 0.40
N 1.7938 4.0530 0.3570 -0.127 -0.573 1.197 0.36
C 2.0803 4.9397 -0.5707 0.368 0.103 -1.092 -0.25
C 0.7275 4.2197 1.3390 -0.607 0.225 0.108 -0.72
H 3.2197 6.6769 -3.9579 -0.039 -0.338 -0.197 0.40
H 2.6659 7.0952 -2.4041 0.202 -0.177 0.154 0.47
H 1.7311 5.9323 -3.2646 0.164 -0.270 -0.368 0.43
H 4.5761 5.5500 -2.1441 0.080 0.066 -0.341 0.31
H 3.8675 4.4357 -3.3079 -0.085 -0.447 0.352 0.21
H 4.2318 2.6789 -1.2328 -0.057 0.011 -0.071 0.64
H 2.6092 2.1600 0.9611 -0.158 -0.169 -0.154 0.13
H 1.6135 5.8888 -0.7703 -0.238 -0.049 0.299 0.50
H 0.3898 3.2865 1.7801 0.495 -0.319 -0.293 -0.06
H -0.1446 4.5683 0.7916 -0.013 0.311 0.209 0.44
H 1.0351 4.9022 2.1280 -0.028 0.164 -0.128 0.39
C 3.8607 1.8950 3.4158 0.671 -0.310 -1.354 -0.97
C 4.2153 0.7266 4.3316 -0.367 1.963 1.325 -0.45
N 3.2310 -0.3464 4.3105 0.882 -0.601 -0.771 0.41
C 3.0276 -1.2781 5.3025 -0.060 0.319 0.320 -0.66
C 2.1710 -2.1988 4.8118 -0.411 0.006 -0.071 -0.56
N 1.9198 -1.8462 3.4984 0.460 -0.510 -0.353 0.37
C 2.6067 -0.7587 3.2073 0.122 0.413 0.223 -0.18
C 1.2779 -2.6876 2.4991 -1.312 0.299 -0.208 -1.08
H 4.2496 1.6490 2.4197 0.079 0.290 0.017 0.37
H 4.3717 2.7975 3.7437 0.124 -0.076 0.043 0.54
H 2.8203 2.1655 3.2276 -0.235 -0.420 0.699 0.13
H 4.2277 1.1610 5.3361 -0.269 -0.467 0.163 0.38
H 5.2541 0.4284 4.1996 -0.213 -0.584 -0.442 0.24
H 3.5458 -1.2068 6.2439 -0.196 0.010 0.103 0.65
H 1.6411 -3.0103 5.2797 0.298 -0.188 0.013 0.54
H 2.6797 -0.3195 2.2267 -0.265 0.150 0.026 0.18
H 1.6795 -2.5427 1.4996 0.560 -0.024 0.226 0.22
H 0.2385 -2.3638 2.3781 0.004 -0.150 0.255 0.40
H 1.3194 -3.7232 2.8183 0.119 -0.034 -0.080 0.45
C 4.1801 1.6387 -6.3908 0.428 -0.428 0.002 -1.37
C 3.1008 2.3283 -5.6061 0.037 1.407 0.105 -0.20
N 2.7945 1.6761 -4.3161 -0.761 -0.775 -0.591 0.49
C 1.5523 1.6936 -3.6953 0.532 0.720 -0.140 -1.39
C 1.6474 0.9257 -2.5901 -0.537 -0.256 0.345 0.32
N 2.8953 0.3451 -2.6108 -0.290 0.215 -0.051 0.57
C 3.5503 0.8021 -3.6741 0.764 0.131 0.320 -0.36
C 3.3585 -0.6670 -1.6703 -0.359 -0.528 -0.314 -0.60
H 5.1371 1.5700 -5.8671 -0.167 0.022 0.274 0.38
H 4.4543 2.1852 -7.2909 -0.452 0.011 -0.134 0.41
H 3.8606 0.6254 -6.6401 0.113 0.041 -0.242 0.33
H 2.1668 2.4693 -6.1511 -0.057 -0.630 -0.049 0.38
H 3.3560 3.3716 -5.3884 0.347 -0.161 0.149 0.24
H 0.7620 2.3078 -4.0898 -0.059 0.020 0.148 0.66
H 0.9400 0.7687 -1.7801 0.089 -0.191 -0.210 -0.23
H 4.5752 0.5536 -3.8963 -0.056 -0.043 -0.190 0.44
H 3.0554 -1.6575 -2.0215 -0.002 0.094 -0.128 0.27
H 2.8262 -0.5061 -0.7334 0.399 0.227 0.193 0.00
H 4.4440 -0.6762 -1.6395 0.000 0.243 0.408 0.42
C 1.4737 0.8681 8.4046 0.155 -0.455 -0.121 -0.73
C 0.3461 1.7835 7.9535 0.503 0.800 0.466 -0.69
N -0.1816 1.4150 6.6327 -0.096 0.031 0.040 0.16
C 0.1505 1.9445 5.3991 -0.203 0.017 0.587 -0.83
C -0.5523 1.2490 4.4739 0.238 0.045 -0.687 -0.58
N -1.3061 0.3082 5.1407 0.494 -0.248 0.452 0.28
C -1.0286 0.4232 6.4440 -0.214 0.096 0.147 -0.10
C -2.1314 -0.7783 4.6176 0.181 -0.559 0.502 -0.45
H 1.1195 -0.0312 8.9096 -0.104 0.122 0.107 0.37
H 2.1597 1.3929 9.0655 -0.126 -0.004 0.133 0.39
H 2.0619 0.5108 7.5546 -0.016 0.235 -0.092 0.05
H 0.7006 2.8143 7.9083 0.067 -0.064 -0.425 0.36
H -0.4591 1.8605 8.6834 -0.192 -0.419 -0.172 0.40
H 0.7957 2.8024 5.3321 0.063 -0.044 -0.133 0.52
H -0.5109 1.3053 3.3933 -0.389 -0.115 0.017 0.70
H -1.4055 -0.1738 7.2595 -0.227 -0.106 -0.185 0.46
H -3.1046 -0.4371 4.2824 0.087 0.145 -0.165 0.21
H -2.2589 -1.4764 5.4454 -0.301 0.124 0.041 0.44
H -1.5982 -1.3530 3.8661 0.012 0.465 -0.356 -0.02
```
Forces are in eV/Å.